Below is a structure of composition C49H59ClGeO5SeTi, with properties calculated with ωB97M-V with the def2-TZVPD basis set.

Cartesian coordinates (Å):
Ti 0.476686 -0.461150 0.302345
C -0.615699 5.634127 4.781103
C 0.589980 4.691199 4.695443
C 1.855306 5.497031 4.373643
C 0.775933 4.007539 6.048134
C 0.347859 3.682114 3.578314
C 0.360200 2.303014 3.795515
C 0.091072 1.449239 2.742361
Se 0.385774 -0.453063 2.967195
C 2.302580 -0.381554 2.988684
C 3.010987 -0.529667 4.155666
C 4.415496 -0.488511 4.111681
C 5.016541 -0.326219 2.877099
C 4.332930 -0.180150 1.652735
C 2.958889 -0.197876 1.765900
O 2.086881 -0.036259 0.684516
C 5.160274 -0.032054 0.377944
C 6.086344 1.182835 0.531800
C 4.327790 0.169369 -0.891533
C 5.999516 -1.303320 0.202496
C 5.203237 -0.609627 5.412045
C 6.711247 -0.590301 5.176531
C 4.829303 0.571191 6.314846
C 4.831312 -1.925609 6.105393
C -0.199831 1.961977 1.478226
O -0.616927 0.994340 0.515198
C -0.095399 3.310825 1.168904
C 0.151925 4.129613 2.277761
C -0.118858 3.971947 -0.212378
C -1.252599 5.004263 -0.266901
C 1.231713 4.680061 -0.392805
C -0.282398 3.009760 -1.395713
H -0.459057 6.362885 5.573246
H -0.767871 6.183585 3.854935
H -1.529149 5.085530 5.006195
H 2.067050 6.190303 5.185037
H 2.718410 4.844083 4.253699
H 1.744631 6.082814 3.464168
H 0.898721 4.764883 6.819534
H -0.085999 3.401354 6.323427
H 1.665369 3.379653 6.068932
H 0.602221 1.896988 4.765698
H 2.493328 -0.682984 5.091414
H 6.093332 -0.314576 2.833800
H 5.514005 2.088761 0.725103
H 6.804620 1.057408 1.338082
H 6.650964 1.328746 -0.387150
H 3.719246 1.074724 -0.852053
H 5.009591 0.270228 -1.735388
H 3.677226 -0.685885 -1.102338
H 6.669821 -1.473147 1.042286
H 5.363257 -2.181186 0.097179
H 6.610060 -1.217383 -0.693616
H 7.041875 0.340564 4.718399
H 7.225492 -0.681136 6.131203
H 7.035514 -1.421231 4.552217
H 5.054182 1.521933 5.833919
H 3.772249 0.560330 6.574208
H 5.394588 0.520602 7.243098
H 5.049180 -2.781572 5.469453
H 5.405631 -2.034647 7.023104
H 3.778597 -1.962041 6.377092
H 0.209503 5.193217 2.099013
H -1.122995 5.794751 0.468327
H -1.272671 5.472658 -1.249022
H -2.218897 4.535191 -0.094582
H 1.405208 5.441898 0.362379
H 2.057905 3.969535 -0.351558
H 1.253700 5.168605 -1.365064
H -1.257197 2.522459 -1.412462
H -0.197426 3.589380 -2.315057
H 0.509483 2.246957 -1.429751
Ge -2.612757 0.424677 0.247866
C -2.754183 -0.963239 1.553742
C -2.876730 -2.282871 1.101470
C -3.114692 -3.314977 1.997220
C -3.237779 -3.034942 3.347386
C -3.128411 -1.728675 3.815136
C -2.896692 -0.694226 2.924675
C -3.559089 2.071442 0.335716
C -4.147102 2.559256 -0.834387
C -4.903677 3.720188 -0.801456
C -5.061806 4.405699 0.391920
C -4.467988 3.939977 1.557532
C -3.723435 2.773730 1.534288
H -2.316480 -0.095405 -1.161358
H -2.775280 -2.521273 0.047378
H -3.203912 -4.331700 1.638438
H -3.429983 -3.838144 4.045266
H -3.236277 -1.522457 4.869814
H -2.827493 0.320906 3.301428
H -4.031680 2.031635 -1.774474
H -5.368939 4.087040 -1.703653
H -5.651365 5.311002 0.416088
H -4.595663 4.481453 2.482538
H -3.280331 2.418638 2.455516
C 0.768098 -6.718093 0.556934
C -0.514494 -6.148524 0.038715
C -1.740973 -6.656082 0.432507
C -2.926381 -6.115995 -0.048137
Cl -4.438668 -6.761249 0.495835
C -2.909786 -5.067553 -0.948961
C -1.686672 -4.539008 -1.350255
C -0.512072 -5.074606 -0.852631
O 0.751274 -4.587181 -1.161529
C 0.816698 -3.455686 -1.938842
C 0.452351 -2.260349 -1.120293
O 0.144388 -2.366043 0.117566
O 0.483762 -1.067498 -1.575181
H 0.580857 -7.650067 1.083218
H 1.253205 -6.027389 1.246917
H 1.470325 -6.912164 -0.250907
H -1.778764 -7.487412 1.119801
H -3.833635 -4.672273 -1.340866
H -1.700260 -3.723521 -2.062437
H 0.167131 -3.460865 -2.827076
H 1.843100 -3.317494 -2.303925

Forces on atoms 1 to 6 (eV/Å):
0.4 0.2 0.2
0.0 0.0 0.0
0.0 0.0 0.0
0.0 0.0 0.0
0.0 0.1 0.0
0.0 -0.1 0.0

Calculated values
Charge: +2
Orbital gap (eV): 6.2
Electronic energy (eV): -219498.083
Lowest unoccupied orbital energy (eV): -6.69

These are the Löwdin partial charges, in e, on atoms 1 to 4:
1. Ti 1.06
2. C -0.03
3. C -0.55
4. C -0.03